# 1
Computed, not measured: a 10-piece molecular cluster, C60H150N10O20 overall, with the ωB97M-V functional and the def2-TZVPD basis.

Its SMILES is COCCNCCOC.COCCNCCOC.COCCNCCOC.COCCNCCOC.COCCNCCOC.COCCNCCOC.COCCNCCOC.COCCNCCOC.COCCNCCOC.COCCNCCOC. Its largest force on an atom is 5.894 eV/A. As for the lowest unoccupied orbital energy: 0.012 hartree.

The geometry in XYZ format:
```
240
Properties=species:S:1:pos:R:3:lowdin_charge:R:1
H 14.3181 -14.7928 -10.7554 0.08
C 10.6919 -2.9413 -20.5510 -0.23
H 11.8831 -7.2490 -22.2650 0.12
H 7.9975 -8.5147 -35.5480 0.09
H 9.5702 -13.2692 -16.7327 0.12
O 15.9715 -3.2203 -19.5281 -0.23
O 12.6132 -10.7459 -15.3484 -0.18
O 5.9366 -9.8158 -29.3970 -0.20
H 13.0621 -15.2625 -9.6268 0.09
H 7.4452 -2.2088 -22.7124 0.12
C 6.6804 -8.5760 -29.4910 -0.18
H 11.9957 -13.7533 -18.4304 0.12
C 13.3563 -2.4901 -17.4024 -0.10
H 16.8036 -3.1677 -12.7476 0.09
H 8.6699 -2.4160 -18.4079 0.10
H 9.1823 -4.1208 -18.7425 0.07
H 14.9972 -0.3003 -17.4721 0.10
H 15.0804 -9.9397 -20.8946 0.11
C 11.4006 -13.6679 -17.5213 -0.25
O 12.6240 -13.5694 -10.6689 -0.22
H 7.7521 -8.1221 -33.8722 0.06
C 11.1928 -6.5705 -20.2096 -0.18
N 14.9064 -6.6662 -20.6557 -0.07
H 12.6348 -10.4664 -13.2740 0.09
H 15.0849 -0.1593 -15.7014 0.11
C 0.2514 -8.8216 -32.2760 -0.05
H 11.8620 -12.6917 -17.3727 0.11
H 1.9243 -7.3063 -24.2098 0.08
C 15.0956 -0.8560 -16.5396 -0.15
C 11.9066 -10.3755 -14.0799 -0.17
H 11.7812 -16.5606 -17.0552 0.08
H 4.7805 -9.0505 -33.9766 0.12
H 9.6728 -14.5376 -19.3873 0.10
H 11.2281 -9.9711 -16.5142 0.08
C 8.2409 -12.5539 -20.2734 -0.23
H 2.0688 -10.8892 -28.6217 0.10
C 12.2905 -9.8122 -16.3297 -0.14
C 2.2239 -7.0572 -25.2278 -0.09
H 13.6930 -13.1762 -12.4365 0.12
C 14.9807 -5.8923 -14.9009 -0.22
H 10.7911 -3.9852 -20.8483 0.08
O 1.2016 -7.5630 -26.1313 -0.22
C 5.9900 -7.5280 -30.4729 -0.22
H 14.6210 -1.6115 -19.8686 0.07
H 8.9908 -7.9665 -21.1072 0.10
H 10.1075 -11.0257 -14.3984 0.09
H 15.6240 -6.3918 -16.9119 0.10
N 10.9249 -12.6999 -13.8196 -0.05
C 5.4303 -7.1834 -32.7305 -0.16
C 14.6737 -5.7383 -12.5458 -0.19
H 13.1759 -5.2632 -17.7661 0.06
H 10.4154 -5.8765 -19.8900 0.10
H 11.5626 -2.4726 -21.0097 0.13
H 9.6605 -2.8394 -22.4436 0.12
C 16.9416 -4.7418 -9.7058 -0.12
C 9.4943 -3.1290 -18.4151 -0.06
H 12.5185 -3.0266 -16.9570 0.08
C 8.2369 -7.2276 -16.4121 -0.16
H 14.6112 -5.6503 -10.4710 0.12
H 14.3235 -4.1657 -20.1204 0.10
H 0.9390 -8.3882 -28.6695 0.11
N 8.2470 -3.2880 -21.2550 -0.12
H 20.2427 -4.3892 -13.8137 0.08
C 8.3404 -7.6585 -14.9035 -0.16
H 16.5141 -3.7553 -9.5262 0.09
H 12.8880 -15.5462 -11.4159 0.08
H 9.1021 -7.0874 -14.3727 0.11
H 6.5416 -6.6024 -30.3083 0.11
C 5.0555 -7.9965 -34.0163 -0.16
H -0.6962 -10.2284 -28.9650 0.09
H 9.1881 -9.7845 -18.2745 0.06
H 9.6857 -8.2350 -22.8024 0.13
H 6.6114 -9.8531 -15.6706 0.09
H 12.9503 -9.8838 -17.1943 0.09
C 7.8806 -7.2780 -22.9014 -0.18
H 11.6905 -9.3073 -14.0614 0.12
H 5.0046 -10.1423 -15.0135 0.13
H 0.8621 -7.9270 -32.1539 0.08
C 12.7484 -12.9240 -11.9547 -0.16
H 5.8923 -6.2042 -32.8565 0.12
H 12.4188 -8.7557 -16.0946 0.07
O 13.0414 -9.5360 -20.7692 -0.19
O 11.9005 -14.5621 -16.5958 -0.16
C 17.5869 -2.5688 -13.2122 -0.19
H 10.9125 -7.5893 -19.9421 0.11
H 7.0896 -11.2188 -28.4218 0.08
H 6.3095 -10.0775 -27.3989 0.07
H 9.9878 -12.2416 -18.1273 0.09
H 7.1961 -7.5127 -13.1431 0.10
H 12.6866 -10.3055 -22.5941 0.09
H 13.9224 -5.7092 -15.0868 0.11
H 14.9336 -6.7963 -12.5132 0.11
H 1.1857 -9.4179 -25.8338 0.12
N 9.1373 -14.0998 -18.6513 -0.05
H 7.1259 -11.6785 -22.8160 0.09
O 18.5814 -3.4219 -13.8236 -0.21
C 6.8013 -11.7407 -13.9835 -0.15
C 1.1338 -10.9562 -29.1779 -0.16
C 19.6483 -3.9073 -13.0374 -0.10
H 13.9396 -6.3946 -20.5476 0.05
H 5.6127 -7.8342 -15.5215 0.10
N 7.0648 -7.4521 -14.1427 -0.07
H 10.5225 -13.4836 -12.0224 0.12
H 17.1225 -3.2169 -15.6612 0.08
N 0.1030 -10.2946 -28.3510 -0.07
H 15.5895 -4.1496 -21.3801 0.11
C 7.1515 -2.8178 -21.8574 -0.23
C 15.7269 -5.5794 -16.1926 -0.18
C 17.1808 -1.6159 -14.3780 -0.19
H 6.7953 -8.0843 -28.5249 0.10
H 8.0754 -3.3631 -20.2626 0.08
H 0.9053 -11.9943 -29.4192 0.11
H 14.3091 -8.7766 -22.0055 0.12
O 4.8008 -3.4974 -21.9482 -0.22
C 12.7398 -10.6333 -21.5560 -0.13
H 3.7779 -5.1826 -22.5482 0.07
H 7.6648 -11.7931 -14.6466 0.07
H 7.1983 -12.2377 -13.0984 0.09
O 6.5061 -10.4404 -13.7050 -0.18
C 5.8628 -8.2135 -14.5307 -0.19
H 16.4394 -0.9722 -13.9046 0.11
C 18.0787 -5.8169 -16.7135 -0.10
H 6.5910 -2.1149 -21.2410 0.12
H 15.2844 -4.6652 -16.5883 0.10
H 7.2595 -6.4416 -22.5808 0.09
H 17.8214 -1.8837 -12.3974 0.11
H 6.2772 -4.3823 -23.1317 0.10
C 14.9910 -8.0407 -20.0936 -0.17
H 12.7139 -11.8616 -11.7136 0.10
H 6.8931 -9.5710 -34.5121 0.09
H 16.8328 -5.9689 -20.3330 0.11
H 8.8642 -12.9543 -21.0729 0.13
C 9.9906 -13.2598 -17.7383 -0.18
H 11.6838 -12.8453 -14.4699 0.09
C 0.4528 -8.9751 -27.8903 -0.21
C 16.4113 -1.6120 -16.5957 -0.24
H 5.6104 -9.2381 -24.4653 0.08
H 15.0611 -6.9775 -14.8379 0.11
N 9.8903 -6.3772 -22.2610 -0.08
H 14.0067 -3.2338 -17.8627 0.05
H 16.0454 -8.3165 -20.1117 0.11
C 14.3579 -9.1275 -20.9747 -0.23
C 3.7077 -4.1020 -22.6734 -0.09
C 15.8297 -5.7826 -19.9494 -0.16
H 5.3234 -11.3827 -28.2092 0.09
C 11.4585 -15.8483 -16.2958 -0.11
H 1.5723 -10.9849 -31.2871 0.11
H 5.3996 -7.6577 -23.8426 0.08
C 1.4809 -8.8680 -26.7274 -0.18
H 16.3448 -1.1797 -19.5465 0.08
O 13.8556 -1.6637 -16.3451 -0.19
H 18.1110 -5.2409 -17.6383 0.08
O 0.0676 -9.6500 -31.0521 -0.23
C 7.2694 -8.5734 -34.7390 -0.12
H 8.5092 -6.1755 -16.4959 0.10
C 5.9790 -9.7053 -14.7952 -0.22
N 15.2534 -5.0636 -13.7083 -0.03
H 4.4439 -7.0846 -32.2773 0.10
O 9.1517 -8.0652 -17.1989 -0.22
H 8.7941 -11.7622 -19.7681 0.10
H 7.4684 -10.3794 -21.6875 0.06
H 9.8715 -3.4231 -17.4356 0.08
H 11.7551 -5.5694 -22.0341 0.11
H 5.0242 -8.0079 -13.8654 0.12
H 17.3018 -1.0060 -16.7625 0.12
H 19.0591 -5.6343 -16.2734 0.08
C 11.2436 -6.5018 -21.7952 -0.18
H 13.5912 -5.6171 -12.5855 0.12
C 1.2654 -10.2319 -30.5611 -0.23
O 10.6053 -2.6160 -19.2248 -0.17
H 16.2602 -4.9890 -13.6804 0.08
H 11.9197 -6.5127 -17.5643 0.08
O 6.1242 -7.8118 -35.0073 -0.23
H 13.0397 -1.7433 -18.1306 0.08
H -0.4829 -8.4833 -27.6244 0.13
H 4.9262 -7.4585 -30.2460 0.12
H 8.1874 -8.4831 -18.9819 0.08
C 7.9214 -13.5054 -19.2044 -0.24
C 6.1115 -4.0525 -22.1061 -0.16
H 2.4501 -9.1989 -27.1006 0.11
C 11.4194 -13.4199 -12.6385 -0.18
C 8.4612 -9.0004 -18.0624 -0.08
H 7.2386 -7.1664 -16.8453 0.11
H 11.5314 -5.0470 -18.1417 0.06
C 10.8189 -11.2937 -13.6173 -0.25
N 16.5659 -2.4059 -15.4319 -0.04
H -0.8030 -8.6373 -32.4817 0.08
O 12.4385 -6.0445 -19.7105 -0.23
O 16.5907 -5.4429 -10.8731 -0.19
H 7.7157 -8.6432 -29.8250 0.11
C 9.4703 -2.4973 -21.4264 -0.16
C 13.2385 -14.8763 -10.6307 -0.10
H 3.2196 -7.3588 -25.5528 0.07
H 12.1014 -16.3921 -15.6036 0.08
H 0.5423 -9.4949 -33.0822 0.08
O 7.0861 -8.4546 -23.2579 -0.21
C 12.3390 -5.7717 -18.2448 -0.02
H 15.7932 -1.8207 -21.1226 0.08
H 14.6928 -8.0377 -19.0452 0.11
H 18.0220 -6.8816 -16.9401 0.09
C 6.1513 -10.6789 -28.2942 -0.10
H 3.8098 -3.9293 -23.7448 0.08
H 11.6259 -14.4652 -12.8684 0.10
H 19.3595 -4.7746 -12.4437 0.09
H 10.4820 -11.0029 -12.6223 0.14
C 9.1123 -7.6004 -22.1267 -0.18
H 7.3638 -13.0060 -18.4121 0.12
H 6.2188 -4.9543 -21.5033 0.10
O 17.1141 -5.4877 -15.7166 -0.21
N 6.3287 -7.9350 -31.7987 -0.09
H 5.8740 -10.7760 -21.8499 0.09
H 16.4114 -5.2367 -8.8921 0.08
C 6.8495 -11.2624 -21.8472 -0.11
C 15.6649 -1.8731 -20.0414 -0.06
H 7.2452 -14.2949 -19.5324 0.12
H 7.3239 -7.8637 -31.9556 0.09
H 15.7447 -5.9405 -18.8742 0.07
H 2.7536 -3.7008 -22.3319 0.09
H 5.9964 -12.3311 -14.4212 0.09
H 10.4480 -15.9567 -15.9018 0.09
H 7.6715 -9.5718 -17.5745 0.08
H 2.0309 -9.4567 -30.5275 0.10
H 6.4262 -8.0121 -25.3134 0.08
H 2.2569 -5.9679 -25.2480 0.07
C 15.2586 -5.1876 -11.2159 -0.24
H 18.0747 -1.0128 -14.5371 0.12
C 6.1481 -8.3043 -24.3008 -0.12
O 6.9367 -12.1687 -20.7536 -0.19
H 9.2918 -1.4221 -21.4416 0.12
H 16.4181 -2.3609 -17.3877 0.10
H 8.6318 -8.7028 -14.7916 0.10
H 13.4666 -11.4453 -21.5804 0.09
H 8.2327 -6.9160 -23.8673 0.12
H 9.4101 -5.5085 -22.0743 0.09
H 18.0187 -4.8711 -9.5998 0.09
H 15.1294 -4.1053 -11.2189 0.11
H 20.2309 -3.0636 -12.6673 0.09
C 15.3938 -4.2421 -20.3118 -0.19
H 4.2193 -7.5363 -34.5427 0.11
H 11.8104 -11.0919 -21.2183 0.08
```

---

# 2
Computed, not measured: a 15-piece molecular cluster, C60H150O15 overall, with the ωB97M-V functional and the def2-TZVPD basis.

Its largest force on an atom is 2.342 eV/A. As for the lowest unoccupied orbital energy: 0.020 hartree.

The geometry in XYZ format:
```
225
Properties=species:S:1:pos:R:3:lowdin_charge:R:1
H -2.9692 -3.3705 -2.5816 0.06
H -2.5828 -5.1914 3.5372 0.08
H -5.6536 -2.4797 -0.5566 0.06
C -3.3763 2.3841 -2.9118 -0.31
H 2.8285 -2.0180 -1.8942 0.06
H -3.2953 -1.6894 -2.8894 0.07
H 5.7216 0.8323 -0.9263 0.08
H 2.2627 -1.4427 0.4846 0.10
H -0.5359 -7.4929 3.8899 0.08
H -2.3497 2.2893 -2.5207 0.10
H 3.8614 4.7624 -2.5316 0.12
C -4.1309 -0.5834 1.8556 -0.28
H -0.1962 3.0673 -5.5815 0.10
H -0.5491 7.4424 -3.7732 0.06
H 0.8572 -5.3444 -0.1897 0.05
H 3.2139 -3.5728 6.9271 0.11
H -0.3178 -5.8249 4.5592 0.07
C -1.6972 5.7040 3.8491 -0.07
C -2.2467 -3.9830 1.7534 -0.25
C -0.6164 -2.5377 -5.7996 -0.26
C 3.4689 0.9484 3.0177 -0.26
O -1.3591 -4.9225 1.1949 -0.15
C 1.2227 -1.7085 0.6420 -0.28
O -6.3534 -0.3306 -1.6012 -0.17
H -1.0124 -4.4176 -6.7687 0.07
H 1.0440 3.9400 -8.2593 0.08
H -2.4559 -0.0861 -6.4488 0.06
H -3.5721 4.5665 -3.0273 0.09
H 1.0160 6.8983 -4.4044 0.08
H -1.1701 -1.2042 4.0083 0.10
C -6.7124 -2.5074 -0.7886 -0.07
H 3.1856 -6.0221 1.8049 0.11
C -0.5184 5.5482 -4.9735 -0.33
H -2.0401 3.0266 0.2553 0.05
H 0.7909 -7.1258 5.0483 0.06
H 1.5825 4.2758 1.9671 0.07
H -3.2230 -1.1450 2.1207 0.09
H -1.4988 5.6146 -5.4641 0.12
H 3.4322 3.6107 -1.2696 0.10
H 4.6409 -5.3781 6.1113 0.08
C 2.9530 -3.0796 -2.1514 -0.05
H 2.1689 1.4987 0.9282 0.11
H -3.7220 3.0949 0.8270 0.07
H -0.0221 -2.4305 2.3440 0.06
H 0.5267 -6.1008 2.2313 0.09
C 0.9929 -2.0646 2.1349 -0.02
H 4.2856 -4.6599 -1.4867 0.12
H 3.9553 -5.3265 4.4952 0.06
H -2.0348 -3.0779 -7.3295 0.08
H -3.9993 0.7704 -6.3704 0.09
C 4.7954 -3.2101 2.0714 -0.05
H 3.3922 0.6269 4.0448 0.10
C 3.3319 -3.7059 5.8423 -0.28
H 3.3797 -9.0585 1.5225 0.09
H 3.1190 0.0849 2.4143 0.10
C 1.6869 -2.0980 5.4397 -0.26
O -0.9292 0.3836 5.3293 -0.16
O 0.4226 -0.6270 0.2995 -0.16
C -2.5927 -1.2553 5.6330 -0.06
H 5.5647 0.3314 2.8493 0.06
C -7.2359 -1.1090 -0.8152 -0.30
H 1.1144 -0.0481 -4.1402 0.06
H -5.5261 -2.0421 2.6664 0.07
C 3.8399 5.8063 -0.0533 -0.28
H -0.0643 1.7760 -0.6345 0.06
C 5.1295 -3.7413 0.6751 -0.25
C -0.1954 0.9996 -1.3803 -0.05
H -7.1969 -3.1588 -0.0726 0.08
H 1.9604 3.3784 -3.3798 0.07
H -2.0490 -4.7421 -0.7040 0.12
H -3.2015 -2.0319 5.1464 0.06
H 0.4320 -1.0378 -1.7334 0.10
H 4.0886 4.9573 0.5987 0.11
H 2.1035 -1.7247 7.6218 0.06
H -3.2631 -4.1201 1.3670 0.12
C 2.4304 2.4140 1.4581 -0.25
H -1.6254 4.6105 3.7152 0.06
H 0.7955 -2.8108 7.2690 0.07
H 5.5666 -3.4005 2.8169 0.08
H 5.1190 -3.1731 -1.9080 0.12
H -6.1969 1.4720 -2.5211 0.10
H 4.4135 -7.9094 0.5887 0.07
H 3.1162 7.8011 0.1136 0.09
H 4.6067 -2.1422 1.9674 0.06
H -2.4651 0.0167 3.9729 0.11
H 5.3580 2.0389 3.1526 0.08
C 3.8459 -8.0559 1.5008 -0.08
H -0.3581 -3.2552 -7.8569 0.08
C 4.7646 0.5266 -1.3394 -0.07
O 0.3441 5.0219 -5.9013 -0.16
C -2.9272 0.8179 -6.1131 -0.05
H -2.7513 5.9990 3.8287 0.08
H 4.7142 6.0615 -0.6767 0.12
O 2.7767 5.4851 -0.9305 -0.18
O -3.8733 0.8210 1.9574 -0.17
H -3.2593 0.8008 0.0296 0.10
C -0.0921 3.7687 -6.4182 -0.27
H 4.1285 7.3339 1.5288 0.08
O 3.3298 0.5797 -3.1717 -0.17
C -1.0370 -3.3632 -6.9930 -0.07
H -1.2963 5.9125 4.8503 0.08
H 1.4608 0.3179 -5.8865 0.08
H -1.4139 6.3347 -1.7554 0.07
C 4.9562 1.1823 2.6130 -0.05
H 0.2748 0.8813 3.7854 0.11
H 3.8233 -3.6070 2.4023 0.06
H -7.8705 0.9677 -2.0120 0.12
H 1.2625 1.5406 -4.6656 0.04
H 1.8417 2.9813 -6.9662 0.06
H 0.4322 -2.7092 -5.5054 0.12
H -0.9307 7.5336 0.2970 0.12
H 1.1161 3.6287 -1.8891 0.04
H 0.1767 5.9985 2.7391 0.11
H 0.0464 1.3985 -2.3652 0.06
H 4.1175 -2.9981 5.5007 0.12
H -5.5002 1.6041 -0.0736 0.07
C -6.7978 1.0181 -1.7291 -0.25
H 5.0607 1.3598 1.5364 0.05
C -2.7450 2.6674 1.0097 -0.05
H -0.4015 -2.7689 -3.1407 0.11
C 1.7845 4.1009 -2.5799 -0.03
H -3.9426 1.5383 -2.4443 0.11
C -2.4994 -2.4048 -2.6019 -0.05
H 2.1518 -6.9687 0.7435 0.11
H 0.7100 3.1965 4.8950 0.09
H -1.2608 0.7105 -1.4511 0.07
H -6.8006 -3.0046 -1.7402 0.07
C -4.0731 3.6683 -2.5802 -0.07
C -1.6396 5.8141 -0.7965 -0.07
H 3.6240 1.5596 -4.9330 0.12
H -3.1996 0.2519 -4.0308 0.11
H -0.1395 7.6152 -5.4832 0.08
H -1.9344 -2.9826 1.4725 0.09
H -2.5432 1.6416 -6.6804 0.06
C -6.5409 1.8212 -0.4303 -0.06
H -0.3213 2.5377 6.1901 0.07
H -0.6952 -1.4995 -5.9952 0.08
C 4.2100 -3.5802 -1.4800 -0.29
C -2.2713 -4.1694 3.3005 -0.04
H 3.9453 1.1175 -0.9193 0.06
H -2.9492 -3.4738 3.7957 0.04
C 1.2649 -1.9008 6.9519 -0.05
C 0.6802 -0.2087 -1.0498 -0.24
H -4.3255 -0.8883 0.8222 0.10
H 4.9229 -4.8031 0.6923 0.10
H 5.3467 -0.1032 -3.2749 0.12
H -1.1019 3.9719 -6.8324 0.12
O 2.1168 -3.4055 5.1684 -0.17
H -1.9163 0.6200 1.2435 0.12
C 4.7211 0.6469 -2.8149 -0.26
C 0.1953 -6.7520 4.2438 -0.05
H 3.0073 -3.2087 -3.2510 0.09
C 1.3310 3.4328 1.3441 -0.04
C -1.2791 -2.2513 -3.5657 -0.30
H -1.2935 -3.9686 3.7530 0.06
H 4.5432 -8.0791 2.3371 0.07
C 0.9014 3.2297 -7.4453 -0.06
H -1.3929 4.7512 -0.9034 0.06
C -0.9049 6.3080 2.7226 -0.31
H -4.1670 3.8415 -1.4979 0.06
H -5.2569 -0.6737 3.7644 0.07
H -3.2247 -0.5596 6.1691 0.08
H -2.1960 -2.1529 -1.5708 0.06
H -5.0846 3.6215 -3.0245 0.08
C -2.8688 1.1436 1.0118 -0.28
C -1.7620 -0.5102 4.6419 -0.30
H 0.4671 2.3325 -7.9332 0.08
H -7.3564 -0.7051 0.1899 0.10
C -0.9022 6.4446 0.3608 -0.28
C 1.1000 -6.4073 3.0776 -0.30
H -0.8233 7.4004 2.8734 0.12
H 1.1858 -1.2093 2.7641 0.05
H -1.9380 -1.7106 6.3797 0.08
H 0.3613 3.0800 1.6902 0.07
H 0.8085 -1.8221 4.8575 0.08
H -7.2029 1.5221 0.3803 0.06
C 3.1758 0.6414 -4.5435 -0.30
H -2.7080 5.8832 -0.5964 0.08
H -8.2186 -1.0811 -1.2842 0.12
O -1.5309 5.9632 1.5215 -0.16
H -6.6749 2.8932 -0.6669 0.08
C 1.6875 0.5619 -4.8491 -0.06
O 1.9796 -7.4505 2.7716 -0.12
H 3.3573 2.7878 1.0522 0.09
H -0.6077 4.8962 -4.1170 0.09
H 4.5753 -0.5121 -1.0758 0.07
C -0.0930 -5.6829 -0.6044 -0.06
H 1.6446 -5.5388 3.4334 0.09
H -6.2369 -0.5612 2.2610 0.06
C -0.0685 6.9649 -4.6116 -0.06
O -1.6226 -2.8238 -4.7876 -0.15
H 1.2303 4.9237 -3.0339 0.06
C -5.3292 -0.9668 2.7196 -0.05
C -0.3672 1.3698 4.5119 -0.29
H 2.0543 -3.6116 -1.8637 0.05
H -1.0066 -1.1863 -3.6165 0.09
H -0.0387 -5.8290 -1.6859 0.08
H -2.4075 3.0043 1.9785 0.05
H 1.1745 1.7902 5.9699 0.08
H 3.6768 -0.2089 -4.9830 0.11
O 2.6071 2.0454 2.8377 -0.15
H 2.5269 6.6566 1.3288 0.04
H 0.1657 6.1839 0.3283 0.10
H 1.7392 -0.0166 -1.1531 0.09
C 3.0708 4.4654 -1.8332 -0.27
H 5.0785 1.6525 -3.0873 0.12
C 3.3902 6.9839 0.7946 -0.06
C -1.1253 -4.6741 -0.1200 -0.33
O 4.1618 -3.1565 -0.1633 -0.19
C 0.3773 2.2729 5.4147 -0.07
H 1.0420 -2.5611 -0.0063 0.09
C 3.7479 -5.1246 5.5455 -0.07
H -1.1586 1.9148 4.0039 0.11
O -3.4317 2.2615 -4.3152 -0.14
H -0.2984 -6.6444 -0.1356 0.08
H -0.6829 -3.6711 -0.2684 0.10
C -2.7717 1.0457 -4.6461 -0.29
H 2.4917 -1.3981 5.1689 0.11
H -1.6932 1.1228 -4.4442 0.11
H 1.6396 -2.9268 2.3158 0.07
H 1.2368 3.7801 0.2963 0.07
C 2.7569 -7.0434 1.6756 -0.31
H 3.0041 -5.8396 5.8936 0.08
H 0.5407 -1.0963 6.9124 0.05
H 6.1238 -3.4689 0.3186 0.12
```